No. 1
{"formula": "C4H4N2O", "method": "ωB97M-V with the def2-TZVPD basis set", "homo_lumo_gap_ev": 10.1, "homo_energy_ev": -9.721, "total_charge": 0, "e_above_lowest_kj_mol": 430.2, "elements": ["N", "C", "C", "O", "C", "C", "N", "H", "H", "H", "H"], "coordinates": [[2.74087, 1.00549, 0.89821], [2.02346, 0.32979, 0.27325], [0.93871, -0.18738, -0.47084], [0.10914, -1.16606, 0.05794], [-1.24472, -0.77307, -0.11344], [-1.44199, 0.55409, 0.50467], [-1.45593, 1.60931, 0.97800], [0.90903, -0.13466, -1.57203], [0.81575, 0.99278, 0.24792], [-1.51528, -0.71540, -1.17882], [-1.87904, -1.51490, 0.37515]], "forces_ev_per_angstrom": [[0.432, -0.757, -0.231], [2.269, -0.313, 0.869], [-0.703, 2.167, 0.829], [0.201, 0.274, 0.132], [-0.208, -0.017, 0.054], [-0.188, 0.916, 0.477], [-0.175, -1.036, -0.420], [0.291, 0.423, 0.687], [-2.121, -1.711, -2.548], [0.057, 0.004, 0.212], [0.145, 0.051, -0.060]], "mulliken_charge": [-0.4386, 0.1303, -0.3437, -0.2961, -0.3015, 0.4346, -0.4103, 0.3789, 0.3005, 0.2627, 0.2833]}

***

No. 2
{"formula": "C4H4N2O", "method": "ωB97M-V with the def2-TZVPD basis set", "homo_lumo_gap_ev": [7.9, 7.9], "homo_energy_ev": [-9.003, -9.009], "total_charge": 0, "e_above_lowest_kj_mol": 860.6, "elements": ["C", "C", "C", "C", "N", "N", "O", "H", "H", "H", "H"], "coordinates": [[-2.22272, -0.56854, 0.09478], [-1.22217, -1.41316, 0.04018], [0.22011, 0.33581, -0.07160], [1.60897, 0.88210, -0.26377], [-2.04201, 0.71768, 0.08814], [-0.74690, 1.06288, 0.41817], [-0.01092, -1.00701, -0.38903], [-1.25032, -3.06840, 1.01403], [1.61399, 1.43848, -1.29256], [2.31483, -0.01577, -0.01307], [1.73714, 1.63594, 0.37474]], "forces_ev_per_angstrom": [[0.379, 0.555, 0.085], [0.688, -3.819, 2.142], [-2.035, 0.411, 1.514], [-0.586, -3.943, -3.216], [-0.680, -0.558, -0.245], [1.877, 0.711, -0.691], [-0.093, 0.033, -0.595], [0.196, 3.494, -2.197], [0.542, -1.726, 1.469], [-0.783, 2.021, -1.193], [0.495, 2.821, 2.928]], "mulliken_charge": [0.1713, -0.1968, 0.6299, -0.8959, -0.4192, -0.2252, -0.1731, 0.2279, 0.2459, 0.2689, 0.3662]}

***

No. 3
{"formula": "C4H4N2O", "method": "ωB97M-V with the def2-TZVPD basis set", "homo_lumo_gap_ev": 10.1, "homo_energy_ev": -10.844, "total_charge": 0, "e_above_lowest_kj_mol": 371.6, "elements": ["N", "C", "C", "O", "C", "C", "N", "H", "H", "H", "H"], "coordinates": [[-0.86141, 2.79881, 1.04491], [-0.76864, 1.95216, 0.25985], [-0.70370, 0.76765, -0.60517], [0.55507, 0.37924, -0.99742], [1.06819, -0.78245, -0.18916], [-0.02682, -1.31270, 0.64174], [-0.02588, -2.22666, 1.36248], [-1.47631, 0.74481, -1.38716], [-1.04908, -0.26412, 0.25536], [1.40369, -1.57932, -0.86789], [1.88489, -0.47743, 0.48248]], "forces_ev_per_angstrom": [[0.149, -0.775, -0.935], [-0.092, 0.537, 0.706], [-1.094, -2.108, 1.985], [0.508, -1.354, 0.819], [-0.141, 1.750, -1.395], [1.876, -2.031, 0.835], [-1.251, 0.341, 0.190], [0.502, 0.197, 0.105], [-0.113, 2.792, -1.959], [-0.066, 0.504, 0.065], [-0.279, 0.146, -0.416]], "mulliken_charge": [-0.3928, 0.2465, -0.1710, -0.3794, -0.1264, 0.2147, -0.4381, 0.3337, 0.1809, 0.2662, 0.2656]}

***

> Which formula does entry 1 have?

C4H4N2O